{
  "formula": "C32H38N2O3",
  "method": "ωB97M-V with the def2-TZVPD basis set",
  "relative_energy_ev": 2.7674,
  "largest_force_ev_per_a": 2.08,
  "lumo_energy_ev": -1.9,
  "homo_lumo_gap_ev": 4.5,
  "e_tot_ha": -1577.3565,
  "molar_mass_g_mol": 498.7,
  "symbols": ["C", "N", "C", "O", "C", "C", "C", "C", "C", "C", "C", "C", "N", "C", "C", "C", "C", "C", "C", "C", "C", "C", "C", "C", "C", "C", "C", "H", "H", "H", "H", "H", "H", "H", "H", "H", "H", "H", "H", "H", "H", "H", "H", "H", "H", "H", "H", "H", "H", "H", "H", "H", "H", "H", "C", "C", "C", "C", "C", "O", "C", "C", "O", "C", "H", "H", "H", "H", "H", "H", "H", "H", "H", "H", "H"],
  "positions_angstrom": [[1.294108, -1.182454, 4.752841], [0.538842, -0.703916, 3.621108], [-0.661762, -0.069918, 3.788967], [-1.266717, 0.077352, 4.850726], [-1.086885, 0.454961, 2.432577], [-1.146099, 1.987976, 2.432575], [0.186335, 2.603261, 2.793643], [0.579968, 2.707069, 4.135498], [1.809737, 3.275412, 4.466861], [2.649016, 3.766634, 3.464990], [2.256885, 3.677595, 2.127132], [1.017805, 3.128674, 1.795043], [-0.065772, -0.058957, 1.541409], [-0.077729, 0.224063, 0.228850], [0.935657, -0.164019, -0.631997], [1.093421, 0.351197, -1.910839], [2.049050, -0.163936, -2.868679], [1.846243, 0.053797, -4.263993], [2.843522, -0.258216, -5.178504], [4.060823, -0.814034, -4.742869], [4.220256, -1.160065, -3.391508], [3.201348, -0.895649, -2.473982], [1.036010, -0.733301, 2.252826], [2.367624, 0.030183, 2.122331], [3.440815, -1.025019, 2.348901], [2.799441, -2.410392, 2.102621], [1.303865, -2.211456, 1.842036], [0.607125, -1.303860, 5.593528], [1.761173, -2.138587, 4.510077], [2.081827, -0.471553, 5.045516], [-2.050495, -0.000242, 2.149195], [-1.470567, 2.328692, 1.441459], [-1.907978, 2.258466, 3.178250], [-0.098833, 2.349338, 4.918146], [2.090742, 3.350439, 5.517905], [3.604100, 4.213235, 3.730080], [2.903310, 4.057176, 1.335507], [0.683025, 3.096592, 0.752088], [-0.979833, 0.721173, -0.141753], [1.628958, -0.925074, -0.276139], [0.547413, 1.262914, -2.173198], [0.899357, 0.502821, -4.583043], [2.683611, -0.072957, -6.244405], [4.872723, -0.987769, -5.451288], [5.141150, -1.644883, -3.052365], [3.304722, -1.178635, -1.420101], [2.431628, 0.466457, 1.120182], [2.369667, 0.862046, 2.836927], [4.294975, -0.853570, 1.682871], [3.820365, -0.946750, 3.375786], [3.276254, -2.912198, 1.251978], [2.959599, -3.064505, 2.969441], [0.672253, -2.881449, 2.445823], [1.033834, -2.366125, 0.791796], [-5.953627, -1.137415, -3.551014], [-4.637775, -0.793305, -2.843024], [-4.905034, -0.647419, -1.336324], [-3.621303, -1.923983, -3.108829], [-2.185905, -1.602024, -2.651648], [-1.455049, -2.463822, -2.147042], [-1.749256, -0.264895, -2.869797], [-2.639580, 0.845061, -2.970295], [-2.263200, 1.999908, -2.719720], [-4.078985, 0.525267, -3.418556], [-5.797677, -1.226407, -4.637843], [-6.350402, -2.090038, -3.175074], [-6.710817, -0.359806, -3.368105], [-3.994200, -0.374206, -0.794575], [-5.668029, 0.124376, -1.162374], [-5.293740, -1.590358, -0.925839], [-3.961779, -2.830313, -2.596555], [-3.605803, -2.139109, -4.195625], [-0.688947, -0.079017, -2.828247], [-4.098533, 0.465259, -4.520508], [-4.726272, 1.354207, -3.121831]],
  "atomic_forces_ev_per_a": [[0.26, -0.02, 0.16], [-1.00, 0.62, 0.25], [0.05, -0.28, 1.05], [0.73, -0.12, -1.41], [-0.83, -0.28, 0.05], [-0.17, -0.01, 0.19], [0.04, 0.57, -0.02], [-0.01, -0.06, -0.10], [-0.16, 0.00, -0.06], [-0.11, -0.25, -0.11], [-0.11, 0.11, 0.05], [-0.02, -0.26, 0.20], [0.18, 0.19, -1.99], [-0.37, -0.23, 2.03], [1.09, 0.01, -1.47], [-0.31, -0.28, 1.46], [0.76, -0.62, -1.08], [0.12, 0.46, 0.88], [0.31, -0.30, 0.01], [-0.49, 0.08, 0.37], [-0.23, -0.07, -0.09], [-0.29, 0.61, -0.10], [0.02, -0.15, 0.26], [-0.36, 0.08, -0.09], [0.56, 0.12, 0.19], [0.43, -0.48, -0.12], [-0.34, 0.36, -0.03], [0.09, 0.01, -0.18], [-0.10, 0.04, 0.14], [-0.20, -0.12, -0.09], [0.16, 0.34, 0.22], [-0.03, 0.01, 0.25], [0.14, 0.02, -0.30], [0.33, 0.12, -0.28], [0.00, 0.02, -0.29], [-0.15, -0.07, -0.08], [-0.15, -0.04, 0.23], [0.18, 0.03, 0.34], [0.33, 0.10, -0.04], [-0.31, 0.22, -0.38], [-0.14, -0.48, -0.11], [0.40, -0.12, 0.05], [0.05, -0.02, 0.42], [-0.29, 0.00, 0.20], [-0.38, 0.18, -0.15], [0.20, 0.17, -0.47], [0.06, -0.05, 0.26], [0.16, -0.20, -0.15], [-0.13, -0.07, 0.20], [-0.02, -0.12, -0.25], [-0.10, 0.07, 0.18], [-0.01, 0.13, -0.26], [0.17, 0.28, -0.28], [0.03, -0.11, 0.30], [-0.04, 0.06, 0.01], [0.29, 0.04, -0.23], [-0.17, -0.08, -0.15], [-0.06, -0.06, 0.27], [-0.07, 0.78, -0.44], [-0.02, -0.53, 0.01], [-0.97, -0.18, -0.27], [0.56, -1.06, -0.11], [-0.27, 0.54, -0.15], [0.04, 0.13, 0.28], [-0.08, 0.01, 0.32], [0.04, 0.14, -0.11], [0.17, -0.17, -0.09], [-0.07, -0.03, -0.03], [0.21, -0.09, 0.00], [0.15, 0.17, -0.05], [0.13, -0.03, -0.08], [0.13, 0.09, 0.41], [-0.18, -0.02, 0.20], [0.13, 0.06, 0.29], [0.02, 0.08, -0.05]],
  "mulliken_charge": [-1.0223, 0.3589, -0.0201, -0.7016, 0.2000, -1.6204, 0.4391, -0.0310, -0.7664, -0.4486, -0.7709, -0.0711, 0.5982, -0.6358, 1.0083, -1.2810, 0.4931, -0.3690, -0.6251, -0.3446, -0.7290, -0.1887, 0.2070, -0.3491, -0.9461, -0.6885, -1.3441, 0.4282, 0.3145, 0.2414, 0.4323, 0.5993, 0.6158, 0.4189, 0.4139, 0.3845, 0.4115, 0.4767, 0.6878, -0.1863, 0.5678, 0.4671, 0.3729, 0.3738, 0.3805, 0.4289, 0.5430, -0.0716, 0.4280, 0.3697, 0.4244, 0.4282, 0.3601, 0.4417, -2.0631, 1.9517, -1.4821, -1.0987, 0.3133, -0.7981, -1.3401, 0.1588, -0.8073, -1.0345, 0.4298, 0.4008, 0.3961, 0.0806, 0.4312, 0.4195, 0.3379, 0.3832, 1.5041, 0.3984, 0.3141]
}